No. 1
A molecular structure, C51H45N10PPdS. Source: OMol25; level of theory: the ωB97M-V functional and the def2-TZVPD basis.

Geometry as ORCA input:
```
! wB97M-V def2-TZVPD RIJCOSX def2/J DEFGRID3
* xyz 2 1
Pd -0.13 -0.47 -0.04
C 3.17 3.04 -3.15
N 2.90 1.97 -2.20
C 1.70 1.60 -1.69
N 1.84 0.60 -0.84
C 3.18 0.32 -0.77
C 3.86 1.17 -1.64
C 5.28 1.19 -2.01
C 5.86 0.02 -2.51
C 7.20 0.00 -2.85
C 7.98 1.13 -2.68
C 7.42 2.29 -2.17
C 6.07 2.32 -1.84
C 3.81 -0.63 0.16
C 3.23 -1.87 0.41
C 3.85 -2.78 1.26
C 5.05 -2.46 1.87
C 5.62 -1.21 1.64
C 5.00 -0.30 0.80
P 0.20 2.60 -1.98
C -0.34 2.65 -0.23
N -0.54 1.63 0.59
C -0.87 2.15 1.81
C -0.83 3.53 1.73
N -0.51 3.82 0.43
C -0.42 5.15 -0.15
C -1.20 4.54 2.74
C -2.38 4.37 3.47
C -2.77 5.31 4.40
C -1.99 6.44 4.62
C -0.80 6.61 3.92
C -0.41 5.66 2.98
C -1.17 1.34 3.00
C -2.09 0.29 2.94
C -2.40 -0.44 4.08
C -1.80 -0.13 5.29
C -0.90 0.92 5.36
C -0.58 1.65 4.23
C -0.99 1.32 -2.50
N -1.29 0.23 -1.80
C -2.35 -0.39 -2.41
C -2.66 0.33 -3.55
N -1.81 1.40 -3.57
C -1.82 2.47 -4.56
C -3.74 0.08 -4.51
C -5.01 -0.24 -4.02
C -6.05 -0.53 -4.89
C -5.83 -0.52 -6.26
C -4.58 -0.20 -6.76
C -3.54 0.10 -5.89
C -2.99 -1.59 -1.86
C -3.28 -2.70 -2.64
C -3.85 -3.83 -2.06
C -4.16 -3.84 -0.71
C -3.90 -2.72 0.07
C -3.31 -1.60 -0.50
H 2.31 3.21 -3.78
H 3.42 3.96 -2.63
H 4.02 2.75 -3.77
H 5.24 -0.86 -2.65
H 7.64 -0.91 -3.26
H 9.04 1.11 -2.93
H 8.03 3.17 -2.02
H 5.64 3.23 -1.42
H 2.34 -2.14 -0.13
H 3.41 -3.76 1.42
H 5.55 -3.18 2.50
H 6.55 -0.95 2.12
H 5.45 0.67 0.64
H -1.09 5.82 0.39
H 0.60 5.55 -0.06
H -0.70 5.12 -1.19
H -2.99 3.49 3.30
H -3.69 5.17 4.95
H -2.31 7.19 5.33
H -0.18 7.47 4.09
H 0.54 5.78 2.47
H -2.60 0.08 2.00
H -3.13 -1.24 4.02
H -2.06 -0.68 6.18
H -0.45 1.19 6.31
H 0.14 2.45 4.28
H -2.82 2.56 -4.97
H -1.53 3.41 -4.09
H -1.12 2.26 -5.37
H -5.18 -0.24 -2.95
H -7.03 -0.77 -4.49
H -6.64 -0.76 -6.94
H -4.41 -0.19 -7.82
H -2.55 0.32 -6.29
H -3.03 -2.69 -3.69
H -4.06 -4.69 -2.68
H -4.61 -4.71 -0.26
H -4.17 -2.72 1.12
H -3.14 -0.71 0.09
C 0.17 -3.53 4.39
C 0.00 -3.82 2.95
N -0.33 -4.95 2.43
N -0.39 -4.73 1.09
C -0.11 -3.47 0.75
S -0.05 -2.80 -0.78
N 0.14 -2.87 1.94
N 0.45 -1.51 2.05
H 0.26 -4.47 4.92
H -0.71 -3.01 4.78
H 1.05 -2.91 4.58
H -0.62 -5.48 0.46
H 1.43 -1.39 2.26
H -0.12 -1.08 2.78
*
```

Output
Relative energy (zero: lowest compared OMol25 entry of this formula, charge and spin), eV: 0.000
Gap between HOMO and LUMO (spin up / spin down), eV: 6.11 / 6.28
E, eV: -92112.456

No. 2
A single C26H34N4O4 molecule. Source: OMol25; level of theory: the ωB97M-V functional and the def2-TZVPD basis.

Geometry as ORCA input:
```
! wB97M-V def2-TZVPD RIJCOSX def2/J DEFGRID3
* xyz 0 1
C -0.54 3.70 2.45
C -0.07 2.28 2.76
H -0.93 1.61 2.83
H 0.48 2.24 3.70
O 0.70 1.73 1.70
C 1.92 2.24 1.42
C 2.68 3.04 2.27
C 3.95 3.46 1.89
C 4.47 3.10 0.66
C 3.72 2.31 -0.20
C 2.46 1.88 0.18
N 1.67 1.11 -0.73
C 1.60 -0.22 -0.72
O 0.87 -0.82 -1.51
C 2.48 -0.97 0.27
C 3.76 -1.48 -0.41
C 3.51 -2.40 -1.60
C 2.81 -3.69 -1.18
O 3.43 -4.68 -0.87
N 1.46 -3.58 -1.17
C 0.51 -4.52 -0.80
N -0.73 -4.05 -0.78
C -1.71 -4.86 -0.46
C -1.52 -6.20 -0.13
C -0.23 -6.69 -0.15
C 0.82 -5.85 -0.49
H 1.84 -6.19 -0.52
H -0.03 -7.72 0.09
H -2.36 -6.83 0.13
H -2.70 -4.42 -0.46
H 1.05 -2.66 -1.40
H 4.47 -2.68 -2.03
H 2.91 -1.89 -2.36
H 4.35 -2.02 0.34
H 4.35 -0.62 -0.74
H 2.75 -0.32 1.10
H 1.91 -1.81 0.65
C 0.86 1.88 -1.67
H 1.30 2.87 -1.78
H 0.86 1.35 -2.63
C -0.59 2.04 -1.18
O -1.00 3.10 -0.75
N -1.31 0.92 -1.31
H -0.81 0.08 -1.59
C -2.70 0.76 -0.92
C -3.60 1.75 -1.66
C -5.06 1.53 -1.27
C -5.24 1.69 0.24
C -4.34 0.71 0.98
C -2.88 0.93 0.59
H -2.23 0.22 1.11
H -2.57 1.94 0.86
H -4.45 0.85 2.06
H -4.63 -0.31 0.74
H -6.28 1.52 0.51
H -4.98 2.71 0.52
H -5.69 2.25 -1.80
H -5.37 0.53 -1.57
H -3.48 1.62 -2.74
H -3.30 2.76 -1.40
H -2.98 -0.26 -1.20
H 4.10 2.03 -1.17
H 5.45 3.44 0.36
H 4.52 4.07 2.56
H 2.30 3.33 3.24
H 0.28 4.41 2.50
H -1.31 4.00 3.16
H -0.95 3.73 1.44
*
```

Output
Relative energy (zero: lowest compared OMol25 entry of this formula, charge and spin), eV: 0.216
Gap between HOMO and LUMO, eV: 9.21
E, eV: -41666.859
Structure (SMILES): CCOc1ccccc1N(CC(=O)NC1CCCCC1)C(=O)CCCC(=O)Nc1ccccn1

No. 3
2 unconnected molecules or ions with the total composition C2H7PS2. Source: OMol25; level of theory: the ωB97M-V functional and the def2-TZVPD basis.

Geometry as ORCA input:
```
! wB97M-V def2-TZVPD RIJCOSX def2/J DEFGRID3
* xyz 0 1
C -1.92 -0.80 -0.01
C -2.11 0.47 0.27
P 2.61 0.81 0.49
S -1.23 1.87 -0.43
S 2.60 -0.77 -0.98
H -1.06 -1.10 -0.42
H -2.77 -1.39 0.21
H -3.06 0.59 0.78
H 3.13 0.18 1.59
H 1.41 0.53 0.97
H -0.48 0.91 -0.92
H 3.81 -0.18 -1.45
*
```

Output
Relative energy (zero: lowest compared OMol25 entry of this formula, charge and spin), eV: 2.510
Gap between HOMO and LUMO, eV: 9.39
E, eV: -33144.632
Structure (SMILES): C=CS.PS

No. 4
2 unconnected molecules or ions with the total composition C5H15N3. Source: OMol25; level of theory: the ωB97M-V functional and the def2-TZVPD basis.

Geometry as ORCA input:
```
! wB97M-V def2-TZVPD RIJCOSX def2/J DEFGRID3
* xyz 1 2
C 2.06 1.37 -0.94
N 1.86 -0.06 -0.78
C 0.45 -0.38 -0.69
C 2.48 -0.78 -1.89
H 1.39 1.94 -0.28
H 1.92 1.68 -1.98
H 3.08 1.63 -0.66
H 0.31 -1.46 -0.72
H 0.08 0.03 0.24
H -0.13 0.03 -1.54
H 2.33 -1.85 -1.79
H 3.54 -0.54 -1.91
H 2.04 -0.51 -2.86
C -1.98 -0.64 2.00
C -2.24 0.45 1.17
N -3.21 1.37 1.58
N -1.15 -1.65 1.76
H -2.53 -0.70 2.94
H -1.92 0.46 0.13
H -3.94 1.39 0.87
H -2.85 2.32 1.64
H -1.39 -2.49 2.27
H -0.19 -1.61 1.45
*
```

Output
Relative energy (zero: lowest compared OMol25 entry of this formula, charge and spin), eV: 1.248
Gap between HOMO and LUMO (spin up / spin down), eV: 7.84 / 4.31
E, eV: -9889.230

No. 5
A molecular structure, C21H25F6O27PS2. Source: OMol25; level of theory: the ωB97M-V functional and the def2-TZVPD basis.

Geometry as ORCA input:
```
! wB97M-V def2-TZVPD RIJCOSX def2/J DEFGRID3
* xyz 0 1
O 1.03 -3.11 1.08
S 0.29 -2.05 0.36
O 1.29 -1.17 -0.32
C -0.84 -2.64 -0.95
C -1.85 -3.75 -0.48
P -0.96 -5.41 -0.47
O 0.50 -5.30 -0.84
O -1.66 -6.48 -1.54
O -1.03 -6.12 1.04
C -2.64 -3.52 0.88
O -3.26 -2.23 0.68
S -3.96 -2.42 -0.82
O -5.39 -2.73 -0.76
O -3.76 -1.16 -1.58
O -2.94 -3.60 -1.44
H -0.42 -1.21 1.22
H -1.32 -1.74 -1.40
H -0.21 -3.08 -1.76
H -1.20 -6.29 -2.37
H -0.62 -5.51 1.67
H -2.10 -3.69 1.83
H -3.50 -4.22 0.73
C -2.01 3.31 -0.95
C -2.58 1.96 -1.27
O -2.01 1.13 -0.27
C -1.80 1.93 0.80
O -1.58 1.53 1.90
O -1.87 3.25 0.47
F -2.17 1.52 -2.48
H -1.03 3.46 -1.40
H -2.67 4.12 -1.25
H -3.67 1.90 -1.21
C 3.48 0.75 -1.83
C 3.78 0.31 -3.23
O 2.75 0.93 -3.98
C 2.42 2.06 -3.30
O 1.79 2.96 -3.76
O 2.91 2.04 -2.03
F 3.67 -1.04 -3.36
H 2.75 0.11 -1.33
H 4.38 0.81 -1.21
H 4.76 0.63 -3.61
C 3.68 -5.36 -2.06
C 4.74 -6.00 -1.22
O 5.93 -5.67 -1.92
C 5.68 -4.49 -2.55
O 6.52 -3.78 -3.00
O 4.35 -4.21 -2.58
F 4.61 -7.35 -1.20
H 3.35 -6.00 -2.88
H 2.80 -5.07 -1.48
H 4.80 -5.62 -0.20
C 3.04 -0.79 2.47
C 4.08 -1.45 3.34
O 5.29 -1.14 2.66
C 5.07 0.04 2.02
O 5.93 0.73 1.58
O 3.75 0.34 1.96
F 3.92 -2.80 3.36
H 2.72 -1.42 1.65
H 2.16 -0.48 3.04
H 4.12 -1.07 4.36
C -7.25 5.53 -0.49
C -6.23 4.84 0.37
O -5.01 5.12 -0.30
C -5.20 6.33 -0.92
O -4.32 7.00 -1.34
O -6.52 6.65 -0.98
F -6.42 3.49 0.37
H -7.58 4.92 -1.33
H -8.12 5.85 0.08
H -6.18 5.20 1.40
C -0.72 4.47 3.06
C 0.64 5.02 2.75
O 0.78 6.07 3.70
C 0.03 5.70 4.78
O 0.12 6.20 5.85
O -0.82 4.69 4.47
F 0.70 5.55 1.51
H -1.51 5.02 2.55
H -0.81 3.42 2.82
H 1.46 4.30 2.88
*
```

Output
Gap between HOMO and LUMO, eV: 10.41
E, eV: -124727.859

No. 6
A molecular structure, C18H11Cl2FN2PdS. Source: OMol25; level of theory: the ωB97M-V functional and the def2-TZVPD basis.

Geometry as ORCA input:
```
! wB97M-V def2-TZVPD RIJCOSX def2/J DEFGRID3
* xyz 0 1
Pd 0.28 -0.92 -0.54
Cl 2.75 -0.92 -0.64
C 3.14 -1.41 1.00
C 4.47 -1.30 1.37
C 4.86 -1.70 2.63
C 3.90 -2.21 3.50
C 2.58 -2.31 3.10
Cl 1.44 -2.96 4.23
C 2.14 -1.91 1.83
S 0.45 -2.06 1.41
H 5.19 -0.91 0.66
H 5.89 -1.62 2.94
H 4.17 -2.53 4.50
F -5.73 -1.34 -1.07
C -4.40 -1.28 -0.88
C -3.56 -1.30 -1.98
C -2.19 -1.23 -1.77
C -1.67 -1.15 -0.48
C -2.54 -1.14 0.61
C -3.91 -1.20 0.41
H -3.98 -1.37 -2.98
H -1.53 -1.25 -2.63
H -2.15 -1.07 1.61
H -4.60 -1.19 1.24
N -3.65 4.34 -1.17
C -2.60 3.87 -1.27
C -1.30 3.28 -1.40
C -0.19 4.06 -1.72
C 1.03 3.44 -1.83
C 1.11 2.07 -1.61
N 0.05 1.32 -1.31
C -1.14 1.92 -1.20
H -0.30 5.13 -1.88
H 1.93 4.00 -2.07
H 2.06 1.56 -1.68
H -1.98 1.29 -0.94
*
```

Output
Relative energy (zero: lowest compared OMol25 entry of this formula, charge and spin), eV: 0.000
Gap between HOMO and LUMO, eV: 7.20
E, eV: -63901.645

No. 7
A single C3H3BrOS molecule. Source: OMol25; level of theory: the ωB97M-V functional and the def2-TZVPD basis.

Geometry as ORCA input:
```
! wB97M-V def2-TZVPD RIJCOSX def2/J DEFGRID3
* xyz 0 1
C 0.78 1.07 1.05
C 0.30 -0.68 0.70
C -1.15 -0.75 0.73
O 1.00 -1.56 0.34
S 1.76 2.01 0.17
Br -2.14 0.68 -0.08
H 0.36 1.24 2.08
H -1.54 -1.67 0.35
H -1.44 -0.95 1.70
*
```

Output
Relative energy (zero: lowest compared OMol25 entry of this formula, charge and spin), eV: 1.311
Gap between HOMO and LUMO, eV: 7.90
E, eV: -86082.215
Structure (SMILES): O=C(C=S)CBr

No. 8
A molecular structure, C4HF12N2NaO9S4. Source: OMol25; level of theory: the ωB97M-V functional and the def2-TZVPD basis.

Geometry as ORCA input:
```
! wB97M-V def2-TZVPD RIJCOSX def2/J DEFGRID3
* xyz -1 2
Na 0.38 -0.13 -1.40
C -4.96 0.59 1.94
F -6.08 0.33 1.30
F -5.08 1.65 2.64
F -4.74 -0.41 2.82
S -3.36 0.70 0.68
O -3.92 1.32 -0.56
O -2.24 1.36 1.34
N -3.23 -0.95 0.20
S -2.01 -1.46 1.04
O -0.76 -1.15 0.37
O -2.01 -1.09 2.49
C -2.33 -3.34 1.12
F -2.19 -3.95 -0.09
F -1.49 -3.78 2.06
F -3.54 -3.47 1.58
C 2.77 1.32 1.59
F 2.91 2.32 2.45
F 3.78 0.38 1.65
F 1.58 0.97 1.98
S 2.62 1.98 -0.12
O 1.31 2.68 -0.06
O 3.73 2.95 -0.22
N 2.61 0.66 -1.16
S 4.00 0.80 -1.88
O 3.88 1.89 -2.84
O 5.17 0.78 -1.03
C 4.08 -0.80 -2.93
F 2.87 -1.29 -3.16
F 4.61 -0.63 -4.17
F 4.76 -1.66 -2.26
O -1.70 0.27 -2.56
H -1.41 1.17 -2.81
*
```

Output
Gap between HOMO and LUMO (spin up / spin down), eV: 9.11 / 6.35
E, eV: -105936.419

No. 9
A single C3H3NO molecule. Source: OMol25; level of theory: the ωB97M-V functional and the def2-TZVPD basis.

Geometry as ORCA input:
```
! wB97M-V def2-TZVPD RIJCOSX def2/J DEFGRID3
* xyz 0 1
C 1.43 -0.14 0.09
C 0.04 -0.59 -0.27
C -0.89 0.58 0.04
H -0.01 -1.57 -0.92
H -1.80 0.53 -0.52
H -0.64 1.57 0.31
N 2.51 0.14 0.36
O -0.63 -0.52 0.91
*
```

Output
Relative energy (zero: lowest compared OMol25 entry of this formula, charge and spin), eV: 1.992
Gap between HOMO and LUMO, eV: 12.04
E, eV: -6694.500
Structure (SMILES): N#C[C@@H]1CO1

No. 10
10 unconnected molecules or ions with the total composition H20O10. Source: OMol25; level of theory: the ωB97M-V functional and the def2-TZVPD basis.

Geometry as ORCA input:
```
! wB97M-V def2-TZVPD RIJCOSX def2/J DEFGRID3
* xyz 0 1
H -1.23 1.73 3.29
H -0.06 1.33 2.39
H -1.85 -0.31 1.46
H -2.33 -1.13 0.32
H 1.94 1.09 2.02
H 1.84 -0.20 1.58
H -0.34 -1.89 0.57
H 0.29 -3.30 0.56
H -1.70 0.07 -2.03
H -3.06 0.60 -2.32
H 0.18 -0.39 -2.13
H 0.05 -1.83 -1.91
H 0.51 0.53 0.05
H -0.38 1.62 -0.74
H 2.86 0.21 -2.46
H 1.74 0.65 -1.38
H 2.03 -1.80 0.42
H 3.21 -1.09 -0.12
H -1.98 1.96 -0.44
H -1.58 2.40 0.94
O -0.99 1.40 2.42
O -1.89 -1.27 1.19
O 1.21 0.53 1.84
O 0.35 -2.46 0.21
O -2.54 0.37 -1.59
O -0.24 -1.20 -2.50
O 0.37 1.01 -0.78
O 2.47 -0.04 -1.65
O 2.76 -1.27 0.76
O -1.63 2.69 0.04
*
```

Output
Relative energy (zero: lowest compared OMol25 entry of this formula, charge and spin), eV: 2.006
Gap between HOMO and LUMO, eV: 11.25
E, eV: -20800.606
Structure (SMILES): O.O.O.O.O.O.O.O.O.O

No. 11
3 unconnected molecules or ions with the total composition C2H9NO2. Source: OMol25; level of theory: the ωB97M-V functional and the def2-TZVPD basis.

Geometry as ORCA input:
```
! wB97M-V def2-TZVPD RIJCOSX def2/J DEFGRID3
* xyz 1 2
C 0.70 0.24 -1.23
C -0.44 0.85 -3.28
N 0.58 0.70 -2.59
H -0.20 -0.35 -0.98
H 0.94 0.97 -0.46
H 1.50 -0.51 -1.26
H -0.42 1.35 -4.25
H -1.43 0.58 -2.91
H 1.13 -1.32 4.18
H 1.50 0.09 3.90
O 1.86 -0.70 4.31
H -2.49 -0.48 2.05
H -1.57 -0.58 0.80
O -1.67 -0.85 1.72
*
```

Output
Relative energy (zero: lowest compared OMol25 entry of this formula, charge and spin), eV: 2.431
Gap between HOMO and LUMO (spin up / spin down), eV: 7.76 / 4.13
E, eV: -7794.293

No. 12
3 unconnected molecules or ions with the total composition C4H15NO3. Source: OMol25; level of theory: the ωB97M-V functional and the def2-TZVPD basis.

Geometry as ORCA input:
```
! wB97M-V def2-TZVPD RIJCOSX def2/J DEFGRID3
* xyz 0 1
C -1.38 -1.27 -0.39
O -1.52 -1.22 -1.74
C -0.17 -0.47 0.07
C 0.66 -1.25 1.18
C 1.22 -2.61 0.71
N -0.59 0.91 0.37
H -2.40 -1.09 0.08
H -1.20 -2.36 -0.41
H -2.16 -0.54 -2.04
H 0.61 -0.48 -0.79
H 1.56 -0.55 1.51
H -0.05 -1.39 2.12
H 1.02 -2.76 -0.35
H 0.64 -3.42 1.26
H 2.26 -2.99 0.86
H 0.14 1.59 0.07
H -0.67 1.09 1.44
H 3.43 4.00 -0.28
H 2.82 2.63 -0.56
O 3.26 3.09 0.05
H -3.28 3.15 -0.95
H -1.82 2.58 -1.07
O -2.38 3.35 -1.12
*
```

Output
Relative energy (zero: lowest compared OMol25 entry of this formula, charge and spin), eV: 2.170
Gap between HOMO and LUMO, eV: 10.19
E, eV: -12022.049
Structure (SMILES): CC[C@H](N)CO.O.O